--- A ---
21
Properties=species:S:1:pos:R:3:mulliken_charge:R:1 method="wB97M-V/def2-TZVPD" e_homo_ev="-8.15 / -8.15" charge=0 homo_lumo_gap_ha="0.26368 / 0.26371"
C 0.377 -1.438 1.465 -1.393
N -2.193 -0.352 0.798 -0.723
C -1.027 0.490 0.614 -0.354
C 0.251 0.009 1.184 0.221
H -2.164 -1.068 0.069 0.326
H -3.025 0.196 0.608 0.300
H -1.235 1.516 0.917 0.341
H 0.846 0.696 1.777 0.398
H -0.350 -1.675 2.252 0.394
H 1.380 -1.727 1.773 0.368
H 0.062 -1.997 0.576 0.333
C -0.451 0.439 -0.901 0.921
N -0.722 1.715 -1.557 -0.638
C 1.271 0.457 -0.480 -0.471
C 2.027 -0.477 -1.078 -0.724
O -0.770 -0.614 -1.537 -0.769
H -0.290 2.505 -1.089 0.252
H -0.369 1.659 -2.508 0.290
H 1.741 1.399 -0.200 0.351
H 3.094 -0.357 -1.230 0.310
H 1.547 -1.376 -1.453 0.268

---

--- B ---
21
Properties=species:S:1:pos:R:3:mulliken_charge:R:1 method="wB97M-V/def2-TZVPD" e_homo_ev=-9.24 charge=0 homo_lumo_gap_ha=0.34662
C -3.048 0.678 -0.408 -0.723
C -0.995 -0.295 0.241 0.065
C 0.028 -1.419 0.406 -0.789
C 1.032 -0.301 0.486 0.213
C 3.106 0.607 -0.339 -0.650
C -0.117 0.834 0.425 0.140
H -3.205 0.492 0.768 0.252
H -2.615 1.650 -0.426 0.277
H -3.997 0.758 -1.003 0.267
H -2.860 -1.311 -0.259 0.357
H -1.613 -0.361 1.223 0.269
H -0.471 -2.093 1.181 0.289
H 0.362 -1.896 -0.620 0.179
H 1.873 -0.504 1.422 0.357
H 2.596 -1.137 -0.949 0.307
H 2.840 1.744 -0.599 0.213
H 3.264 0.712 0.901 0.209
H 4.137 0.551 -1.144 0.276
N -2.155 -0.449 -0.787 -0.493
N 2.024 -0.247 -0.792 -0.521
O -0.184 1.989 0.272 -0.493

---

--- C ---
21
Properties=species:S:1:pos:R:3:mulliken_charge:R:1 method="wB97M-V/def2-TZVPD" e_homo_ev=-8.28 charge=0 homo_lumo_gap_ha=0.32994
C -2.811 0.166 0.174 -1.237
C -1.533 0.853 0.467 0.956
C -0.571 1.201 -0.484 -0.891
N 0.421 1.830 0.287 -0.039
C -0.023 1.905 1.583 -0.287
N -1.151 1.230 1.687 -0.663
H -2.855 -0.332 -0.758 0.346
H -3.571 0.959 0.312 0.290
H -3.148 -0.401 1.063 0.358
H -0.445 1.165 -1.532 0.590
H 1.343 1.884 -0.124 0.254
H 0.235 2.816 2.128 0.347
C 1.298 -2.372 -0.627 -1.249
C 1.391 -0.908 -0.495 0.294
O 2.643 -0.402 -0.895 -0.590
H 1.793 -2.938 0.199 0.322
H 1.604 -2.621 -1.679 0.283
H 0.342 -2.840 -0.412 0.350
H 0.635 -0.488 -1.206 -0.007
H 1.150 -0.555 0.508 0.258
H 3.256 -0.151 -0.196 0.314

---

Of them, the most stable is C and the least stable is B.

---

--- A ---
21
Properties=species:S:1:pos:R:3:mulliken_charge:R:1 method="wB97M-V/def2-TZVPD" e_homo_ev=-7.84 charge=0 homo_lumo_gap_ha=0.32335
C -0.465 0.437 -1.038 0.066
C 0.589 -1.531 0.454 -0.724
C -0.602 1.924 -0.731 -1.460
C 0.991 -0.245 -0.268 0.582
C 0.127 -0.452 1.430 0.507
N 2.191 -0.283 -1.021 -0.528
N -1.754 -0.241 -0.929 -0.457
C -0.602 -0.444 2.551 -0.924
O 1.069 0.431 0.979 -0.489
H -0.167 0.341 -2.090 0.359
H 2.430 -1.172 -1.443 0.234
H 2.966 0.212 -0.591 0.247
H -1.821 -1.039 -1.554 0.213
H -2.524 0.354 -0.635 0.204
H 1.418 -2.165 0.798 0.304
H -0.179 -2.156 -0.005 0.218
H 0.366 2.431 -0.783 0.351
H -1.005 2.080 0.277 0.357
H -1.276 2.417 -1.439 0.416
H -1.119 -1.339 2.870 0.248
H -0.634 0.442 3.171 0.276

---

--- B ---
21
Properties=species:S:1:pos:R:3:mulliken_charge:R:1 method="wB97M-V/def2-TZVPD" e_homo_ev="-6.48 / -6.29" charge=0 homo_lumo_gap_ha="0.26275 / 0.25393"
C 0.028 -0.814 -1.134 0.421
C -0.636 -2.138 -1.251 -1.481
C 1.166 2.122 -0.101 -1.453
C -0.192 -0.124 1.255 0.685
N -1.322 0.629 0.940 -0.426
C 0.875 -0.499 -0.047 0.155
C 1.396 0.762 0.470 -0.603
O -0.521 0.216 -1.858 -0.503
N -0.036 -0.819 2.317 -0.804
H -1.290 -0.106 -2.343 0.310
H -1.281 1.181 0.098 0.204
H -1.804 1.030 1.732 0.240
H -0.840 -0.751 2.941 0.215
H 1.423 -1.365 0.307 0.363
H 2.139 0.648 1.248 0.537
H -0.549 -2.537 -2.268 0.423
H -0.193 -2.853 -0.562 0.336
H -1.709 -2.065 -1.014 0.368
H 0.492 2.721 0.530 0.285
H 2.113 2.664 -0.159 0.425
H 0.742 2.099 -1.104 0.304

---

Of them, the most stable is A and the least stable is B.

---

--- A ---
21
Properties=species:S:1:pos:R:3:mulliken_charge:R:1 method="wB97M-V/def2-TZVPD" e_homo_ev="-8.20 / -7.79" charge=0 homo_lumo_gap_ha="0.30251 / 0.28931"
C -2.386 -2.061 -0.976 -0.663
C -1.388 -1.669 -0.183 -0.475
C -0.110 -0.959 -0.555 1.054
C 1.032 -1.765 -0.286 -1.056
C -0.194 -0.441 -1.992 -1.502
H -3.160 -2.755 -0.681 0.259
H -2.558 -1.671 -1.968 0.236
H -1.325 -2.182 0.772 0.322
H 1.945 -1.378 0.137 0.271
H 0.972 -2.840 -0.363 0.366
H -0.385 -1.223 -2.726 0.428
H -1.067 0.209 -2.101 0.354
H 0.765 -0.008 -2.269 0.393
N 0.915 1.599 0.652 -0.443
C 0.477 2.528 1.678 0.535
N 1.306 2.637 2.743 -0.379
O -0.540 3.159 1.517 -0.596
H 1.939 1.578 0.573 0.241
H 0.626 1.966 -0.249 0.219
H 1.013 3.250 3.487 0.241
H 2.122 2.025 2.789 0.195

---

--- B ---
21
Properties=species:S:1:pos:R:3:mulliken_charge:R:1 method="wB97M-V/def2-TZVPD" e_homo_ev=-9.32 charge=0 homo_lumo_gap_ha=0.37543
C -2.519 -0.842 -0.638 -0.925
C -2.265 -0.216 0.709 -0.472
C -1.602 1.136 0.682 0.191
N -0.946 1.969 0.169 0.454
O -0.259 2.904 -0.096 -0.674
H -1.543 -0.854 -1.133 0.197
H -3.307 -0.340 -1.243 0.303
H -2.659 -2.004 -0.604 0.276
H -1.559 -0.863 1.096 0.313
H -3.103 -0.249 1.420 0.356
C 1.936 0.862 1.125 -1.253
C 1.457 0.031 -0.021 0.749
C 2.188 0.305 -1.299 -1.036
N 0.676 -0.950 0.156 -0.647
H 1.598 1.854 1.042 0.362
H 2.993 0.772 1.491 0.357
H 1.454 0.474 2.004 0.367
H 2.097 1.417 -1.258 0.269
H 1.885 -0.168 -2.229 0.346
H 3.160 -0.132 -0.856 0.284
H 0.580 -1.583 -0.590 0.182

---

Of them, the most stable is A and the least stable is B.

---

--- A ---
9
Properties=species:S:1:pos:R:3:mulliken_charge:R:1 method="wB97M-V/def2-TZVPD" e_homo_ev=-8.89 charge=0 homo_lumo_gap_ha=0.32339
C -0.112 -0.045 0.047 0.183
C 0.977 1.016 -0.195 -0.344
C 1.802 -0.066 0.286 -0.217
H 0.825 1.919 0.359 0.274
H 1.051 1.184 -1.473 0.213
H 1.781 0.129 1.655 0.225
H 2.686 -0.631 -0.360 0.258
O 0.693 -1.059 -0.225 -0.292
S -1.743 0.028 0.050 -0.300

---

--- B ---
9
Properties=species:S:1:pos:R:3:mulliken_charge:R:1 method="wB97M-V/def2-TZVPD" e_homo_ev=-9.57 charge=0 homo_lumo_gap_ha=0.36398
C -1.883 1.230 -0.990 0.035
C -1.808 0.000 -0.693 -0.435
C 0.597 -0.544 0.222 -0.889
O -1.616 -2.118 0.823 -0.536
S -0.938 -1.558 -0.335 0.468
H -2.135 2.144 -1.424 0.400
H 0.967 0.068 -0.645 0.334
H 1.335 -1.152 0.823 0.310
H 0.077 0.178 0.886 0.313

---

Of them, the most stable is B and the least stable is A.

---

--- A ---
17
Properties=species:S:1:pos:R:3:mulliken_charge:R:1 method="wB97M-V/def2-TZVPD" e_homo_ev="-8.83 / -8.82" charge=0 homo_lumo_gap_ha="0.29663 / 0.29565"
C -2.642 -0.286 0.459 -0.490
C -1.779 1.856 -0.570 -0.470
C -1.264 -0.238 0.478 0.636
C -0.793 1.014 -0.134 -0.415
C -0.426 -1.291 1.033 -0.732
C 2.669 0.009 -1.215 -0.729
O 2.444 0.563 1.401 -0.453
S -3.315 1.120 -0.302 -0.135
S 2.189 1.215 0.103 0.402
H -3.250 -1.120 0.735 0.416
H -1.665 2.555 -1.293 0.472
H -0.655 -2.273 0.608 0.308
H 0.657 -0.974 0.813 0.068
H -0.610 -1.426 2.180 0.250
H 1.838 -0.135 -1.881 0.297
H 2.928 -0.938 -0.676 0.280
H 3.675 0.348 -1.739 0.293

---

--- B ---
17
Properties=species:S:1:pos:R:3:mulliken_charge:R:1 method="wB97M-V/def2-TZVPD" e_homo_ev="-8.35 / -8.18" charge=0 homo_lumo_gap_ha="0.29906 / 0.29081"
C 2.759 -0.176 0.905 -0.346
C 1.741 0.186 -0.022 -0.691
C 2.334 -1.069 1.833 -0.558
C 0.588 -0.445 0.264 0.419
C -2.226 0.822 -0.480 -0.348
C -1.535 -0.357 -1.094 -0.227
O -1.945 1.018 0.874 -0.483
S 0.674 -1.493 1.609 -0.163
S -1.024 -0.329 -2.737 -0.107
H 3.757 0.222 0.874 0.358
H 1.890 0.869 -0.837 0.371
H 2.884 -1.512 2.638 0.387
H -1.928 1.748 -0.981 0.342
H -3.316 0.686 -0.627 0.257
H -1.821 -1.344 -0.763 0.341
H -2.051 0.189 1.357 0.322
H -0.782 0.985 -2.811 0.126

---

Of them, the most stable is B and the least stable is A.

---

--- A ---
7
Properties=species:S:1:pos:R:3:mulliken_charge:R:1 method="wB97M-V/def2-TZVPD" e_homo_ev="-11.40 / -10.76" charge=0 homo_lumo_gap_ha="0.31874 / 0.32456"
C 0.884 -0.075 -0.133 0.690
N 1.531 0.405 -1.076 -0.408
N -0.462 -0.258 -0.049 -0.322
F 1.511 -0.547 0.970 -0.210
F -1.607 1.394 0.403 -0.316
H -1.043 -0.143 -0.866 0.289
H -0.815 -0.775 0.751 0.277

---

--- B ---
7
Properties=species:S:1:pos:R:3:mulliken_charge:R:1 method="wB97M-V/def2-TZVPD" e_homo_ev=-11.04 charge=0 homo_lumo_gap_ha=0.42104
C 3.347 -1.440 0.689 -0.204
N -0.340 0.666 0.119 -0.329
N 3.419 -0.401 0.215 0.257
F 0.903 1.330 0.417 -0.181
F 3.362 0.796 -0.373 -0.050
H -0.756 0.192 0.940 0.257
H -0.070 -0.194 -0.335 0.251

---

Of them, the most stable is A and the least stable is B.